{"formula": "C2H5NOS", "method": "ωB97M-V with the def2-TZVPD basis set", "elements": ["C", "N", "S", "C", "O", "H", "H", "H", "H", "H"], "xyz": [[-0.336697, 1.750485, -0.006601], [0.041875, 0.260457, -0.011161], [1.508151, -0.401411, -0.065250], [-0.936166, -0.786103, -0.115943], [-2.133908, -0.612594, 0.056147], [0.335559, 2.168265, 0.824851], [-1.374128, 1.890363, 0.291606], [0.121467, 1.955442, -1.146893], [1.525753, -0.453817, 1.406160], [-0.323756, -1.846415, 0.032501]], "forces_ev_per_a": [[4.1, -1.7, -1.6], [-4.6, -0.8, -1.0], [2.7, 0.4, 3.1], [-0.4, 0.0, 2.8], [1.8, -0.4, -1.0], [-0.9, -0.1, -1.5], [0.0, -0.1, -0.8], [-1.9, 0.8, 3.2], [1.0, -0.3, -2.2], [-1.8, 2.2, -1.0]], "relative_energy_kcal_mol": 64.4, "orbital_gap_ev": 10.0635, "e_homo_ev": -9.56, "smiles": "CN(S)C=O", "energy_ha": -607.3041}

=====

{"formula": "C32H39BrN10O4RbS", "method": "ωB97M-V with the def2-TZVPD basis set", "elements": ["Rb", "N", "C", "C", "N", "C", "C", "N", "C", "C", "N", "H", "H", "H", "H", "H", "H", "H", "H", "H", "H", "H", "H", "H", "H", "H", "H", "H", "H", "N", "C", "C", "C", "C", "C", "C", "C", "C", "N", "C", "H", "H", "H", "H", "H", "H", "H", "H", "N", "C", "C", "C", "C", "C", "C", "S", "O", "O", "N", "C", "N", "C", "C", "C", "N", "H", "H", "H", "H", "H", "H", "H", "H", "H", "Br", "C", "C", "C", "C", "C", "C", "C", "O", "O", "H", "H", "H", "H"], "xyz": [[1.304847, 0.805741, 0.395717], [1.570753, 3.935317, 1.486789], [1.598499, 4.204251, 2.929680], [0.240714, 3.980085, 3.582932], [-0.118538, 2.580576, 3.694978], [-1.545308, 2.344949, 3.624253], [-2.123777, 2.495566, 2.224427], [-1.344960, 1.739055, 1.264289], [0.524227, 1.896489, 4.801160], [1.066628, 0.524829, 4.419696], [0.007342, -0.425006, 4.079730], [2.267556, 3.224201, 1.278183], [1.850398, 4.760001, 0.971135], [1.909519, 5.239485, 3.122265], [2.351119, 3.565689, 3.400163], [-0.509875, 4.481986, 2.970534], [0.222073, 4.474844, 4.575293], [-2.101262, 3.012972, 4.315687], [-1.722021, 1.320182, 3.950221], [-2.143414, 3.545516, 1.914803], [-3.175983, 2.169088, 2.286890], [-1.837092, 1.645299, 0.381666], [-1.261889, 0.782710, 1.603359], [-0.158020, 1.821641, 5.668437], [1.374972, 2.496786, 5.135680], [1.718439, 0.158736, 5.227612], [1.705195, 0.681769, 3.551868], [-0.265044, -0.986207, 4.876964], [0.294949, -1.066622, 3.351103], [-0.344374, 3.545134, -1.413332], [-0.658907, 3.122190, -2.678391], [-0.108433, 3.695578, -3.803843], [-0.482823, 3.274625, -5.092630], [-1.398034, 2.282003, -5.286363], [-1.971483, 1.647520, -4.158514], [-2.894366, 0.581049, -4.261956], [-3.354140, -0.031151, -3.135264], [-2.903329, 0.437015, -1.882715], [-2.088572, 1.446481, -1.747856], [-1.608609, 2.054744, -2.858674], [0.533688, 4.021753, -1.300814], [-0.610958, 2.967264, -0.619259], [0.622301, 4.485657, -3.691524], [-0.017252, 3.751967, -5.945387], [-1.673469, 1.956490, -6.280737], [-3.203495, 0.244841, -5.245042], [-4.035067, -0.868709, -3.181275], [-3.217992, -0.056295, -0.968531], [-2.069648, -4.843773, -5.529924], [-1.455576, -4.073159, -4.532031], [-0.788302, -4.690585, -3.475671], [-0.220697, -3.934120, -2.465393], [-0.311853, -2.551143, -2.503990], [-0.963700, -1.928352, -3.556570], [-1.540817, -2.683151, -4.561909], [0.426526, -1.552781, -1.242935], [0.861092, -0.342459, -1.923181], [1.467836, -2.334421, -0.611073], [-0.694887, -1.079875, -0.217892], [-1.385081, -1.973923, 0.514658], [-1.210551, -3.303826, 0.368354], [-1.914950, -4.092828, 1.158268], [-2.801425, -3.622396, 2.113169], [-2.924077, -2.239733, 2.176232], [-2.251508, -1.416431, 1.399949], [-1.647685, -5.751207, -5.657496], [-2.162054, -4.364434, -6.412887], [-0.716564, -5.771377, -3.448696], [0.299304, -4.399879, -1.643333], [-0.998978, -0.847282, -3.590547], [-2.053397, -2.191987, -5.379462], [-1.763792, -5.161474, 1.021171], [-3.362671, -4.281618, 2.757955], [-3.603679, -1.777655, 2.887994], [5.127892, -5.295361, 0.932232], [4.769851, -3.425861, 1.011402], [3.896983, -2.946231, 1.968289], [3.655639, -1.582813, 2.018207], [4.256941, -0.714025, 1.118256], [5.110477, -1.230596, 0.150535], [5.384818, -2.585883, 0.098725], [3.905892, 0.771578, 1.124117], [4.048828, 1.373599, 0.045112], [3.372522, 1.217291, 2.168420], [3.405787, -3.626408, 2.650693], [2.985550, -1.171947, 2.763246], [5.532327, -0.548766, -0.575859], [6.048900, -2.992790, -0.651545]], "forces_ev_per_a": [[-0.4, 1.0, 0.5], [0.2, -0.1, -0.1], [0.1, 0.1, 0.0], [0.0, 0.1, 0.1], [0.1, 0.0, -0.1], [-0.1, 0.1, 0.1], [-0.1, 0.1, 0.0], [-0.1, -0.2, -0.1], [0.1, 0.0, 0.1], [0.1, 0.1, 0.0], [-0.1, -0.1, -0.1], [0.1, 0.1, 0.1], [0.0, 0.0, 0.0], [-0.1, -0.1, 0.0], [0.0, 0.0, 0.0], [0.0, 0.0, 0.0], [0.0, 0.0, 0.0], [0.0, -0.1, 0.0], [0.0, 0.0, 0.0], [0.0, 0.0, 0.0], [0.1, 0.1, 0.0], [-0.1, 0.0, -0.1], [-0.1, 0.0, 0.0], [0.0, 0.0, 0.0], [0.0, 0.0, 0.0], [-0.1, 0.0, 0.0], [0.1, -0.1, 0.0], [0.0, 0.0, 0.0], [0.0, 0.0, 0.0], [-0.1, -0.2, 0.2], [-0.1, -0.2, 0.0], [-0.1, 0.0, 0.0], [0.1, 0.0, 0.0], [0.0, 0.0, 0.0], [0.0, 0.0, -0.1], [-0.1, 0.1, 0.0], [-0.1, 0.2, 0.1], [-0.1, -0.1, 0.0], [0.1, 0.2, 0.0], [0.1, 0.1, 0.1], [0.0, 0.0, 0.1], [0.0, 0.1, -0.2], [0.0, 0.0, 0.0], [0.0, 0.0, 0.0], [0.0, 0.0, 0.0], [0.0, 0.0, 0.0], [0.0, -0.1, 0.0], [0.0, 0.0, 0.0], [0.0, 0.0, -0.1], [0.0, 0.0, 0.0], [0.0, 0.0, 0.0], [0.0, 0.0, 0.0], [0.0, -0.1, 0.0], [0.2, 0.1, 0.0], [0.0, 0.0, 0.1], [0.0, -0.5, -0.4], [-0.2, -0.3, -0.3], [0.0, 0.0, -0.1], [-0.1, -0.2, -0.2], [0.1, 0.2, 0.1], [0.0, -0.1, 0.0], [-0.1, -0.1, 0.1], [0.0, 0.0, 0.0], [-0.1, -0.1, 0.0], [-0.1, 0.0, 0.0], [0.0, 0.0, 0.0], [0.0, 0.0, 0.0], [0.0, 0.0, 0.0], [0.0, 0.0, 0.1], [0.2, -0.2, 0.0], [0.0, 0.0, -0.1], [0.0, 0.0, 0.0], [0.0, 0.0, 0.0], [0.0, 0.0, 0.0], [0.0, 0.0, 0.0], [0.0, 0.0, 0.0], [0.0, -0.1, 0.0], [0.0, 0.1, 0.1], [0.1, 0.0, 0.0], [-0.1, 0.1, 0.0], [0.0, -0.1, 0.0], [0.5, -0.2, 0.1], [0.2, 0.2, -0.1], [0.1, 0.1, 0.3], [0.0, 0.0, 0.0], [0.0, 0.0, 0.0], [0.0, 0.0, 0.0], [0.0, 0.0, 0.0]], "relative_energy_kcal_mol": 31.8, "total_charge": -1, "orbital_gap_ev": 7.6407, "e_homo_ev": -5.39, "energy_ha": -5087.7840}

=====

{"formula": "C4H15N3S", "method": "ωB97M-V with the def2-TZVPD basis set", "elements": ["C", "C", "S", "N", "H", "H", "H", "H", "H", "H", "N", "C", "C", "N", "H", "H", "H", "H", "H", "H", "H", "H", "H"], "xyz": [[1.784836, 0.369259, -1.568952], [0.390607, -0.170856, -1.859105], [0.195127, -1.920017, -1.324912], [2.881802, -0.265364, -2.297032], [1.996364, 0.271077, -0.503166], [1.801286, 1.436299, -1.808984], [0.171848, -0.108392, -2.928876], [-0.346797, 0.452515, -1.351783], [2.782511, -0.107172, -3.290409], [2.822835, -1.270741, -2.162398], [-0.648167, -1.578826, 1.878874], [-0.467637, -0.128658, 1.876831], [-1.782725, 0.552616, 1.551283], [-1.646500, 2.006118, 1.627617], [0.041248, -2.042779, 2.453240], [-1.330190, -1.241709, -0.599778], [-0.463858, -1.904193, 0.927750], [-0.149086, 0.202202, 2.885476], [0.311551, 0.205720, 1.177474], [-2.143847, 0.208010, 0.562361], [-2.527019, 0.218861, 2.276923], [-1.119069, 2.365736, 0.843664], [-2.555123, 2.450286, 1.633892]], "forces_ev_per_a": [[0.2, 0.1, -0.2], [0.4, 0.4, -0.4], [-3.9, 2.2, 1.4], [-0.3, -0.2, 0.2], [0.0, 0.0, 0.0], [0.0, 0.0, 0.0], [0.1, 0.0, 0.1], [0.1, -0.1, 0.0], [0.0, 0.0, -0.1], [0.2, 0.0, 0.0], [0.1, -0.1, -0.5], [0.2, 0.0, 0.8], [0.0, 0.2, -0.1], [-0.1, -0.2, 0.1], [0.1, 0.1, 0.2], [3.2, -2.3, -1.6], [-0.1, -0.1, 0.7], [-0.2, -0.1, -0.5], [0.0, 0.0, 0.0], [0.0, -0.1, 0.0], [0.0, 0.1, 0.0], [0.0, 0.1, 0.0], [0.1, 0.1, -0.1]], "relative_energy_kcal_mol": 43.2, "orbital_gap_ev": 8.5532, "e_homo_ev": -9.11, "energy_ha": -723.7657}